Density functional theory data (ωB97M-V/def2-TZVPD) for C22H24O5 in the gas phase.

Geometry (Å):
1 C -1.63867 -3.46530 -1.12472
2 C -1.42848 -3.74195 0.35886
3 C 0.03516 -3.59585 0.76458
4 O 0.48081 -2.25407 0.55920
5 C 1.38005 -2.03850 -0.40433
6 O 1.87439 -2.91076 -1.07039
7 C 1.71081 -0.57023 -0.58971
8 C 3.24691 -0.41492 -0.78270
9 C 3.86476 -0.68688 0.55329
10 C 3.45687 0.11843 1.52425
11 C 2.45798 1.14913 1.10002
12 C 3.00135 1.95436 -0.07490
13 C 4.45203 1.89616 -0.44772
14 C 3.45877 1.04161 -1.17413
15 C 1.23702 0.35501 0.53690
16 C 0.18335 1.32148 0.04534
17 O -0.20628 1.42592 -1.08822
18 O -0.28636 2.07210 1.04913
19 C -1.22170 3.07764 0.67608
20 C -2.34336 2.59021 -0.24600
21 O -2.77240 3.31938 -1.10698
22 C -2.90298 1.24673 0.01969
23 C -2.83711 0.63177 1.26862
24 C -3.42029 -0.60764 1.45796
25 C -4.06038 -1.24842 0.40901
26 C -4.11854 -0.64728 -0.83832
27 C -3.55034 0.59623 -1.03075
28 H -2.67354 -3.64974 -1.40093
29 H -0.99754 -4.10495 -1.72686
30 H -1.40522 -2.42776 -1.35448
31 H -1.74044 -4.75982 0.59915
32 H -2.02865 -3.04664 0.94777
33 H 0.16448 -3.80628 1.83024
34 H 0.66916 -4.26715 0.17651
35 H 1.21849 -0.26587 -1.52271
36 H 3.59149 -1.10582 -1.55194
37 H 4.57308 -1.48840 0.67796
38 H 3.78666 0.06358 2.54831
39 H 2.13726 1.79105 1.92158
40 H 2.44633 2.85368 -0.30578
41 H 5.15232 1.43324 0.22870
42 H 4.85537 2.74356 -0.98144
43 H 3.22964 1.27068 -2.20528
44 H 0.79295 -0.21591 1.35552
45 H -1.65051 3.45070 1.60971
46 H -0.70402 3.89644 0.16405
47 H -2.35321 1.12307 2.09903
48 H -3.38004 -1.07355 2.43208
49 H -4.51788 -2.21454 0.56505
50 H -4.61383 -1.14693 -1.65728
51 H -3.58787 1.08655 -1.99131

Atoms 1-2, force components in eV/Å:
C 0.0 -0.1 0.2
C 0.4 0.2 -0.1

Properties
Energy = -1228.9215 hartree
Orbital gap = 9.95 eV
LUMO = 0.348 eV
Energy relative to the best compared isomer or geometry (same formula, charge and spin) = 1.07 kcal per mole

***

Density functional theory data (ωB97M-V/def2-TZVPD) for 2 unconnected molecules or ions with the total composition C5H14 at a distorted geometry.

Geometry (Å):
1 C -1.85396 0.20541 -1.88310
2 C -0.75181 1.30136 -1.75174
3 C -0.88014 1.59498 -0.24722
4 H -1.84725 -0.60634 -1.16272
5 H -2.85059 0.68599 -1.60262
6 H -2.00162 -0.14308 -2.91417
7 H -0.81414 2.13230 -2.45332
8 H 0.25144 0.88421 -1.73734
9 H -0.06567 1.62606 0.44387
10 H -1.54367 0.92696 0.31608
11 H -1.30338 2.52317 0.11173
12 C 1.22925 -0.90591 1.45640
13 C 2.17062 -1.94308 1.75324
14 H 1.00857 -0.66444 0.29677
15 H 0.15333 -0.97444 1.86721
16 H 1.39672 0.11513 1.71758
17 H 3.06289 -1.69452 2.38793
18 H 2.77565 -2.19214 1.01628
19 H 1.86377 -2.87162 2.38513

Atoms 1-2, force components in eV/Å:
C -1.7 1.5 -1.3
C -0.3 -1.8 2.5

Properties
Energy = -198.8039 hartree
Orbital gap = 11.93 eV
LUMO = 1.091 eV
Energy relative to the best compared isomer or geometry (same formula, charge and spin) = 53.50 kcal per mole

***

Density functional theory data (ωB97M-V/def2-TZVPD) for C3H5IN2 in the gas phase at a distorted geometry.

Geometry (Å):
1 C -0.30854 0.70420 -0.21171
2 C -0.84692 -0.32454 0.85186
3 C 0.98728 0.19259 -0.88943
4 N -0.58424 -1.64071 0.33933
5 N 0.20202 -1.79096 -0.50706
6 I 2.77842 0.35350 0.15358
7 H -1.07304 0.95926 -1.02271
8 H -0.04689 1.55066 0.27158
9 H -0.43364 -0.23900 1.81571
10 H -1.82964 -0.22507 1.06804
11 H 1.15520 0.46007 -1.86918

Atoms 1-2, force components in eV/Å:
C 0.1 -2.5 -2.3
C 2.1 1.3 -2.0

Properties
Energy = -524.3972 hartree
Orbital gap (alpha / beta) = 8.54 / 8.54 eV
LUMO (alpha / beta) = 0.577 / 0.577 eV
Energy relative to the best compared isomer or geometry (same formula, charge and spin) = 46.85 kcal per mole

***

Density functional theory data (ωB97M-V/def2-TZVPD) for a molecular structure, C28H59ClOP2PtSi2 at a distorted geometry.

Geometry (Å):
1 Pt -0.92733 -0.22348 0.23113
2 C 2.18959 -0.12794 -2.06794
3 C 1.40909 -1.27776 -1.93919
4 C 0.01517 -0.88568 -2.11433
5 Si 1.98939 -2.94632 -1.39179
6 C 0.01451 0.52017 -2.39454
7 C 1.34355 0.99459 -2.27881
8 Si 1.97779 2.74793 -2.16621
9 H 3.27492 -0.07398 -2.02892
10 H -0.74383 -1.58514 -2.44137
11 H -0.84152 1.08185 -2.75788
12 Cl -3.10810 0.31178 1.89784
13 C 3.84208 2.82129 -2.01844
14 C 1.52685 3.68066 -3.72036
15 C 3.82804 -2.99957 -1.12331
16 C 1.49646 -4.18821 -2.71938
17 H 2.20918 3.33311 -4.51034
18 H 1.67461 4.76291 -3.60619
19 H 0.50174 3.49687 -4.05958
20 H 4.19476 2.30902 -1.11348
21 H 4.18919 3.86459 -1.98541
22 H 4.30658 2.34141 -2.89248
23 H 2.16005 -4.02703 -3.58398
24 H 0.46151 -4.05041 -3.06357
25 H 1.62186 -5.22877 -2.38308
26 H 4.37496 -2.68510 -2.02051
27 H 4.17030 -4.00955 -0.86835
28 H 4.11652 -2.33047 -0.30573
29 C 1.11466 3.28671 -0.59013
30 C 1.00865 -3.14215 0.21057
31 P -0.59224 2.57993 -0.23723
32 H 1.08668 4.38832 -0.60907
33 H 1.75002 2.99117 0.26594
34 P -0.71852 -2.53618 0.29463
35 H 1.57727 -2.61723 0.99215
36 H 1.05114 -4.21185 0.43949
37 C -1.37392 -3.37260 1.80677
38 C -1.60874 -3.60736 -0.94679
39 C -1.47879 3.39326 -1.71110
40 C -1.21806 3.72187 1.12053
41 C -1.36776 2.95130 2.40835
42 H -2.21881 3.99385 0.76229
43 C -0.41040 4.97671 1.42413
44 H 0.53784 4.69214 1.89757
45 H -0.98384 5.55210 2.16272
46 H -0.22268 5.61696 0.55821
47 H -2.10607 2.13594 2.25917
48 H -1.70165 3.62947 3.20374
49 H -0.40567 2.52520 2.71078
50 H -0.97050 2.95224 -2.57598
51 C -1.32886 4.91767 -1.81855
52 C -2.96395 3.05035 -1.76146
53 H -0.30055 5.25675 -1.99968
54 H -1.72951 5.41782 -0.92801
55 H -1.93681 5.24125 -2.67720
56 H -3.13869 1.98158 -1.89127
57 H -3.42244 3.57871 -2.60968
58 H -3.47805 3.37943 -0.84996
59 H -1.23237 -3.30213 -1.93546
60 C -3.14610 -3.42974 -0.94243
61 C -1.31792 -5.12547 -0.79873
62 H -0.24877 -5.37681 -0.83211
63 H -1.78978 -5.66310 -1.64497
64 H -1.76008 -5.52669 0.12839
65 H -3.43761 -2.42163 -1.24678
66 H -3.57723 -3.63252 0.05212
67 H -3.61456 -4.14081 -1.64997
68 C -1.69522 -2.36855 2.87889
69 C -0.48724 -4.44603 2.42330
70 H -2.31531 -3.81325 1.46594
71 H 0.42947 -3.99366 2.82950
72 H -0.23104 -5.25199 1.73012
73 H -1.06031 -4.88833 3.24661
74 H -0.83836 -1.70665 3.02609
75 H -1.90736 -2.85493 3.83749
76 H -2.53644 -1.72708 2.59332
77 C -2.76125 -0.12524 -0.67488
78 H -2.78201 -0.23922 -1.77187
79 H -3.37674 -0.90903 -0.18227
80 H -3.27667 0.79369 -0.36152
81 C 0.05053 0.34007 3.82312
82 C 1.19334 0.05400 2.85891
83 C 2.12833 1.24921 2.78559
84 C 2.01453 -1.10072 3.48322
85 O 0.86421 -0.37877 1.56332
86 H 0.35499 0.97359 4.66865
87 H -0.25276 -0.60021 4.29170
88 H -0.82418 0.77991 3.31975
89 H 2.54047 1.45138 3.78534
90 H 2.93482 1.02095 2.08024
91 H 1.59856 2.14351 2.40972
92 H 2.18905 -0.93035 4.55214
93 H 2.96303 -1.13133 2.92099
94 H 1.49031 -2.07223 3.40182

Atoms 1-2, force components in eV/Å:
Pt 0.8 1.2 0.3
C -0.4 1.6 -0.3

Properties
Energy = -3018.5550 hartree
Orbital gap (alpha / beta) = 5.57 / 5.70 eV
LUMO (alpha / beta) = 0.433 / -2.209 eV
Spin multiplicity = 5

***

Density functional theory data (ωB97M-V/def2-TZVPD) for 10 unconnected molecules or ions with the total composition C36H66N3O11S2 at a distorted geometry.

Geometry (Å):
1 O 2.43878 -0.34190 5.93787
2 C 3.03192 -0.79590 4.88943
3 O 4.30605 -1.38596 5.01719
4 C 2.43252 -0.68961 3.39536
5 N 1.98113 0.67532 3.00921
6 C 3.08687 1.66832 2.99923
7 C 2.42025 3.15979 2.99636
8 C 1.76571 3.49985 4.42658
9 S -0.01960 4.01328 4.38319
10 C -0.95916 3.09476 3.08518
11 S -1.02457 3.63983 1.48013
12 N -1.74685 1.85122 3.34532
13 C -2.45928 1.42682 4.54302
14 C -3.12096 0.05109 4.16486
15 N -2.82003 -0.32230 2.77816
16 C -1.99796 0.78878 2.35107
17 H 1.48126 -1.35746 3.39090
18 H 3.11953 -1.14188 2.58984
19 H 1.16856 0.98044 3.56175
20 H 3.78738 1.57827 2.08151
21 H 3.76944 1.64493 3.92215
22 H 1.71752 3.26403 2.10120
23 H 3.30197 3.89108 2.80245
24 H 1.99484 2.63843 5.16714
25 H 2.35017 4.41088 4.84653
26 H -2.54256 1.98134 5.53198
27 H -3.79379 -0.59994 4.82975
28 H -1.56865 0.84933 1.28022
29 C 6.53331 -1.08825 0.83210
30 C 5.35517 -0.42076 0.17410
31 O 4.76980 0.50169 0.71315
32 C 4.92923 -0.93727 -1.17401
33 H 6.72625 -0.61322 1.79677
34 H 6.31551 -2.14501 1.00012
35 H 7.42068 -0.97933 0.20392
36 H 4.64039 -1.98740 -1.09550
37 H 5.74445 -0.82162 -1.89058
38 H 4.06903 -0.36284 -1.52648
39 C 5.69826 -0.44486 -5.80003
40 C 5.10492 -1.50689 -4.91465
41 O 5.73423 -1.97514 -3.98116
42 C 3.70640 -1.96779 -5.22546
43 H 6.70781 -0.21166 -5.45740
44 H 5.75250 -0.80604 -6.83020
45 H 5.09363 0.46126 -5.74738
46 H 3.67137 -2.39670 -6.22752
47 H 3.01268 -1.12737 -5.14803
48 H 3.40943 -2.73420 -4.50648
49 C 8.24602 2.91270 -4.11111
50 C 6.82343 2.69404 -3.66786
51 O 6.10552 1.88247 -4.22401
52 C 6.32318 3.51716 -2.51099
53 H 8.46869 2.25247 -4.95262
54 H 8.38007 3.94769 -4.43314
55 H 8.93030 2.67914 -3.29257
56 H 6.37185 4.57915 -2.76192
57 H 6.92204 3.31051 -1.62130
58 H 5.28386 3.25388 -2.30199
59 C -1.37628 2.69306 -2.72636
60 C -1.95047 1.61994 -1.84095
61 O -1.31593 1.16278 -0.90785
62 C -3.34072 1.13305 -2.15374
63 H -0.37008 2.94528 -2.38305
64 H -1.31499 2.33369 -3.75381
65 H -1.99847 3.58908 -2.67476
66 H -3.36691 0.70335 -3.15759
67 H -4.05007 1.96009 -2.07719
68 H -3.62446 0.36094 -1.43469
69 C -5.41446 1.07938 8.34240
70 C -5.96459 0.24646 7.21581
71 O -5.28400 -0.59976 6.66484
72 C -7.38747 0.49969 6.79656
73 H -4.37958 0.78796 8.53626
74 H -5.43497 2.13620 8.06747
75 H -6.00077 0.91221 9.24864
76 H -7.49552 1.53103 6.45299
77 H -8.06119 0.30657 7.63396
78 H -7.64800 -0.17214 5.97587
79 C 4.72200 -6.07488 -6.57189
80 C 3.54341 -5.40769 -7.22971
81 O 2.95574 -4.48805 -6.69023
82 C 3.11975 -5.92196 -8.58027
83 H 4.91333 -5.60158 -5.60604
84 H 4.50589 -7.13267 -6.40672
85 H 5.60979 -5.96305 -7.19831
86 H 2.83248 -6.97292 -8.50441
87 H 3.93628 -5.80338 -9.29597
88 H 2.25935 -5.34826 -8.93239
89 C -6.02340 -3.53602 5.95300
90 C -7.27562 -3.77486 6.75333
91 O -7.83034 -2.86732 7.34914
92 C -7.81784 -5.17964 6.79027
93 H -5.74894 -2.47975 6.01667
94 H -5.20438 -4.13563 6.35663
95 H -6.19852 -3.79034 4.90477
96 H -7.07842 -5.85182 7.23082
97 H -8.07189 -5.50643 5.77958
98 H -8.72187 -5.20301 7.40357
99 C -2.42922 5.45300 -5.28870
100 C -1.62331 4.50138 -6.13284
101 O -1.18692 3.46158 -5.67360
102 C -1.37769 4.88598 -7.56784
103 H -2.52658 5.04814 -4.27936
104 H -1.92275 6.41890 -5.23097
105 H -3.42758 5.57377 -5.71498
106 H -0.82470 5.82683 -7.61108
107 H -2.32947 4.98165 -8.09502
108 H -0.78446 4.10840 -8.05440
109 C -7.01721 -3.21669 0.62180
110 C -6.49387 -1.80406 0.64453
111 O -6.96703 -0.94331 -0.07755
112 C -5.36545 -1.49867 1.59238
113 H -7.82807 -3.29099 -0.10688
114 H -6.22002 -3.90364 0.32972
115 H -7.40617 -3.48472 1.60665
116 H -4.49510 -2.10904 1.34362
117 H -5.68162 -1.69062 2.62037
118 H -5.09107 -0.44625 1.50201

Atoms 1-2, force components in eV/Å:
O 0.4 -0.6 -3.5
C 4.7 -1.4 2.8

Properties
Energy = -3199.4356 hartree
Charge = -1
Orbital gap = 4.75 eV
LUMO = 1.216 eV
Energy relative to the best compared isomer or geometry (same formula, charge and spin) = 0.00 kcal per mole

***

Density functional theory data (ωB97M-V/def2-TZVPD) for a molecular structure, C31H44BrN3P2Ti at a distorted geometry.

Geometry (Å):
1 N -5.57621 -2.36703 4.95266
2 C -4.65457 -1.52008 5.39965
3 C -4.24744 -0.41307 4.64049
4 C -4.81967 -0.23736 3.35751
5 C -5.76904 -1.18343 2.89919
6 C -6.13095 -2.23160 3.75265
7 C -4.46305 0.90261 2.56028
8 Ti -0.52765 1.34084 -1.10695
9 P 4.30418 0.07816 -1.35055
10 C -5.00143 1.14540 1.33003
11 C -4.26331 1.82186 0.30913
12 C -4.51329 1.50243 -1.06125
13 C -3.50859 1.67745 -1.99193
14 C -2.26302 2.13610 -1.52013
15 C -2.18954 2.88793 -0.31530
16 C -3.20375 2.69560 0.64014
17 Br 1.36809 1.82545 -2.43875
18 H -3.66944 1.53705 2.95762
19 H -5.99528 0.75774 1.06255
20 H -3.56444 0.32477 5.04378
21 H -6.27688 -1.08124 1.94571
22 H -4.21075 -1.70148 6.38311
23 H -6.87410 -2.96966 3.43679
24 H -5.49339 1.07666 -1.33026
25 H -3.13274 3.14494 1.63361
26 H -3.67491 1.49175 -3.06996
27 H -1.54698 3.77496 -0.26351
28 P -0.46000 -1.29886 -1.31457
29 C 4.95031 1.71520 -0.75053
30 C 5.29454 2.82204 -1.74574
31 H 5.78550 1.55016 -0.04096
32 H 4.11789 2.08756 -0.11992
33 H 5.39816 3.77656 -1.21587
34 H 6.24470 2.63552 -2.25644
35 H 4.51269 2.95099 -2.50676
36 C 4.31642 -0.15055 -3.18889
37 C 5.42628 0.50854 -3.99479
38 H 3.34764 0.26257 -3.52592
39 H 4.26981 -1.23557 -3.40913
40 H 5.11827 0.56218 -5.04945
41 H 5.61501 1.53121 -3.65561
42 H 6.36628 -0.05735 -3.94133
43 C 5.35550 -1.24405 -0.68376
44 C 6.83565 -0.89069 -0.72557
45 H 5.14351 -2.17607 -1.23530
46 H 5.01977 -1.41218 0.35438
47 H 7.40017 -1.74289 -0.32876
48 H 7.17609 -0.69996 -1.75211
49 H 7.05712 -0.01695 -0.10061
50 C 0.46998 -2.70362 -0.49558
51 C 1.93777 -2.99830 -0.81248
52 H -0.13201 -3.60735 -0.70008
53 H 0.37586 -2.50863 0.58144
54 H 2.15863 -4.02092 -0.47508
55 H 2.18005 -2.94305 -1.87994
56 H 2.61546 -2.33168 -0.26216
57 C -0.38550 -1.84547 -3.07307
58 C -1.49650 -1.26461 -3.93527
59 H -0.37397 -2.94839 -3.11481
60 H 0.60085 -1.50570 -3.42416
61 H -1.59806 -1.83953 -4.86250
62 H -2.47104 -1.28041 -3.44042
63 H -1.28167 -0.22636 -4.21011
64 C -2.20622 -1.67538 -0.79161
65 C -2.44285 -1.84654 0.70827
66 H -2.54328 -2.57387 -1.33705
67 H -2.81817 -0.83205 -1.14968
68 H -3.50439 -2.01669 0.91626
69 H -1.88009 -2.67868 1.14347
70 H -2.16145 -0.94427 1.26723
71 N -0.89478 1.69520 6.04535
72 C -0.55624 1.70291 4.92098
73 C -0.15950 1.64372 3.53790
74 C -0.43546 0.47082 2.83781
75 C -0.08177 0.39883 1.49732
76 N 0.18618 1.53895 0.80024
77 C 0.67366 2.60563 1.48963
78 C 0.51223 2.68219 2.86953
79 H -0.87798 -0.38687 3.34178
80 H 0.09132 -0.56439 1.00258
81 H 1.17832 3.38908 0.91286
82 H 0.92746 3.52122 3.42267

Atoms 1-2, force components in eV/Å:
N 0.0 -0.8 0.6
C 0.1 0.6 -0.7

Properties
Energy = -5477.4543 hartree
Charge = +2
Orbital gap (alpha / beta) = 5.89 / 4.08 eV
LUMO (alpha / beta) = -6.672 / -8.454 eV
Energy relative to the best compared isomer or geometry (same formula, charge and spin) = 66.96 kcal per mole
Spin multiplicity = 3